Record 1
The following is a DFT calculation (the ωB97M-V functional and the def2-TZVPD basis) of a cluster of 2 separate species, C2H4ClO in total at a distorted geometry.

Structure (XYZ):
```
8
Properties=species:S:1:pos:R:3:forces:R:3
C 0.109 0.683 -0.379 -1.2 -0.4 1.1
C -1.127 0.716 0.150 1.5 -0.4 -0.2
Cl -2.405 1.615 -0.513 -0.7 0.7 -0.4
H 0.804 0.004 0.125 0.0 0.5 -0.4
H 0.399 1.281 -1.239 -0.1 -0.2 0.2
H -1.452 0.177 1.042 0.4 0.0 -0.3
O 1.700 -1.828 0.653 0.3 -0.9 -0.4
H 1.973 -2.647 0.162 -0.3 0.7 0.4
```
Positions in Å, forces in eV/Å.

Output
- HOMO-LUMO gap (spin up / spin down): 10.27 / 7.07 eV
- Energy: -613.9091 Eh
- 2S+1: 2

natural (NBO) atomic charge list, values in e, 2 entries:
1. C -0.4212
2. C -0.2313

---

Record 2
The following is a DFT calculation (the ωB97M-V functional and the def2-TZVPD basis) of a structure of composition C12H36FInO6S6 at a distorted geometry.

Structure (XYZ):
```
62
Properties=species:S:1:pos:R:3:forces:R:3
In -0.122 0.565 -0.280 -0.9 1.8 -3.4
F 0.053 -0.231 -2.504 -1.6 0.5 0.0
C 4.007 -0.152 -0.341 2.3 0.8 0.0
S 2.772 -0.468 -1.651 -1.2 4.8 -1.1
O 1.603 0.326 -1.050 8.2 0.6 -6.0
C 3.607 0.521 -2.916 -0.2 -0.2 0.0
H 3.825 -0.576 0.646 -0.5 1.2 -0.4
H 4.241 0.912 -0.304 -0.8 -1.7 -0.5
H 5.013 -0.551 -0.469 0.0 -0.5 -1.1
H 4.527 -0.017 -3.142 0.1 -0.1 0.0
H 3.862 1.535 -2.607 -0.3 -0.1 0.0
H 2.969 0.486 -3.799 -0.1 0.2 0.1
C -3.580 1.352 2.768 0.6 -0.2 0.5
S -2.943 1.123 1.080 -0.5 0.4 2.0
O -1.579 0.421 1.079 -1.3 4.5 10.1
C -4.127 -0.129 0.510 -1.0 0.0 0.8
H -3.922 2.381 2.873 -0.6 -0.1 -0.6
H -2.745 1.383 3.469 0.2 -0.6 0.0
H -4.325 0.615 3.068 0.1 0.1 0.1
H -5.063 0.426 0.436 0.0 0.4 -0.2
H -4.428 -0.869 1.252 0.8 -0.2 0.2
H -3.887 -0.579 -0.453 0.2 0.2 1.0
C -0.958 -3.522 -0.166 0.9 -0.5 0.5
S -1.998 -2.138 0.369 0.1 -0.4 -0.2
O -1.578 -0.842 -0.283 -3.2 -8.7 -4.1
C -1.526 -1.983 2.141 0.1 -0.9 0.1
H -1.333 -3.955 -1.094 -0.2 0.2 0.2
H -0.920 -4.271 0.625 -0.8 -0.2 0.1
H 0.105 -3.306 -0.270 -0.4 0.5 -0.4
H -0.437 -1.955 2.153 -1.4 1.2 0.0
H -1.779 -2.872 2.718 -0.2 -0.6 -0.5
H -2.057 -1.206 2.692 0.3 0.2 -0.6
C 3.079 -2.426 -0.141 0.4 -3.7 1.7
S 1.825 -1.521 0.894 0.4 -2.3 1.0
O 0.588 -1.217 0.042 2.5 -6.2 3.5
C 1.464 -2.887 2.096 -0.2 -0.3 0.1
H 3.054 -3.487 0.107 -0.9 -0.3 -0.3
H 4.092 -2.237 0.214 -0.4 0.2 0.2
H 3.068 -2.251 -1.217 -0.4 -1.4 1.0
H 2.226 -2.993 2.868 0.7 0.3 -0.5
H 1.249 -3.869 1.674 0.2 0.2 -0.3
H 0.593 -2.618 2.693 0.8 -0.1 -0.1
C -4.256 0.588 -2.254 -0.2 -0.2 0.9
S -3.049 1.865 -1.610 -0.7 0.7 -3.2
O -1.975 1.174 -0.762 -2.0 3.8 -6.1
C -2.264 2.340 -3.214 0.6 -0.3 0.1
H -5.021 0.565 -1.479 -0.2 0.5 -0.7
H -3.884 -0.435 -2.195 0.7 0.3 -0.7
H -4.725 0.796 -3.216 0.5 0.4 0.0
H -2.858 2.868 -3.960 -0.8 0.0 0.6
H -1.865 1.458 -3.715 0.1 -0.2 0.4
H -1.441 3.019 -2.987 0.0 -0.1 0.3
C 1.186 3.430 1.596 0.2 -1.0 0.9
S 2.439 1.963 1.557 -0.6 3.2 -0.4
O 1.601 0.933 0.854 0.2 2.6 4.2
C 3.595 2.755 0.311 -0.7 0.2 1.0
H 1.457 4.330 2.147 0.6 -0.2 -0.1
H 0.368 2.981 2.159 0.0 -0.1 0.1
H 0.776 3.713 0.626 0.6 -0.3 -0.4
H 3.991 3.633 0.821 -0.1 0.1 0.0
H 3.005 3.044 -0.559 0.2 -0.2 -0.1
H 4.406 2.059 0.097 -0.2 1.6 0.4
```
Positions in Å, forces in eV/Å.

Output
- HOMO-LUMO gap: 8.36 eV
- Charge: +2
- Energy: -3608.1931 Eh
- 2S+1: 1

Mulliken atomic charge list, values in e, 2 entries:
1. In 2.9366
2. F -0.8571

---

Record 3
The following is a DFT calculation (the ωB97M-V functional and the def2-TZVPD basis) of a structure of composition C9H29FNO6Zr at a distorted geometry.

Structure (XYZ):
```
47
Properties=species:S:1:pos:R:3:forces:R:3
Zr -0.848 -0.046 4.472 5.5 -0.3 -3.6
F 0.911 -0.476 3.288 -3.2 0.7 1.9
O 3.043 -2.542 2.482 -0.3 -0.1 0.1
H 2.412 -1.845 2.665 -0.1 0.3 0.1
H 3.614 -2.177 1.807 0.4 -0.1 -0.2
O 0.545 1.830 4.723 -1.9 -1.2 1.2
H 0.740 2.247 5.562 0.1 0.3 0.7
H 1.286 2.061 4.162 1.3 0.1 -1.1
O 3.063 2.099 3.160 -1.2 0.1 0.2
H 3.909 2.077 3.608 0.5 0.2 0.2
H 2.828 1.179 3.044 0.3 -0.5 -0.2
O -0.350 -2.511 4.570 -1.1 1.9 0.5
H 0.185 -3.112 4.051 0.7 0.0 -0.7
H -0.652 -3.037 5.311 -0.3 -0.5 0.5
O -0.944 1.545 2.609 -0.9 -1.0 0.7
H -1.664 2.144 2.413 -0.6 0.3 -0.1
H -0.236 1.822 2.026 0.8 -0.1 -0.1
C 1.319 -1.063 -0.335 0.7 0.1 -0.6
C 0.239 -0.863 -1.467 -0.3 -0.4 3.1
C -1.081 -1.380 -0.790 -0.3 0.8 -0.5
C -2.335 -1.031 -1.569 0.0 0.1 -0.3
C -2.402 0.486 -1.862 0.9 -1.3 0.8
C -1.084 1.071 -2.480 -0.9 1.7 2.1
N 0.145 0.583 -1.777 -0.7 -2.7 -2.1
O 1.346 1.143 -2.110 -1.9 0.4 0.8
C -1.094 0.872 -3.997 0.5 -0.8 -0.8
C -1.139 2.582 -2.214 0.4 1.1 0.6
C 0.532 -1.767 -2.705 0.2 0.4 -0.9
H 2.330 -0.811 -0.654 -0.1 0.1 -0.2
H 1.373 -2.100 -0.005 -0.3 -0.1 -0.4
H 1.112 -0.495 0.572 -0.3 0.3 -0.2
H -1.016 -2.438 -0.536 0.3 -0.1 -0.6
H -1.200 -0.918 0.190 0.3 0.4 0.2
H -3.178 -1.348 -0.954 -0.2 0.2 -0.2
H -2.424 -1.605 -2.491 0.1 -0.1 -0.1
H -2.558 0.955 -0.891 0.0 0.4 0.0
H -3.276 0.715 -2.472 0.3 0.2 -0.2
H -0.108 0.829 -4.461 0.0 0.2 0.0
H -1.612 -0.064 -4.203 0.0 0.0 -0.2
H -1.645 1.722 -4.400 0.0 -0.2 -0.1
H -0.339 3.200 -2.624 0.2 -0.4 -0.4
H -2.066 3.033 -2.568 -0.1 -0.4 -0.1
H -1.086 2.761 -1.140 -0.2 0.0 0.1
H 1.125 -2.636 -2.419 -0.1 0.1 0.3
H 1.092 -1.247 -3.482 0.3 0.1 0.1
H -0.380 -2.089 -3.207 -0.1 0.0 0.3
H 1.564 0.646 -2.902 1.1 -0.3 -0.8
```
Positions in Å, forces in eV/Å.

Output
- HOMO-LUMO gap: 2.25 eV
- Charge: +3
- Energy: -1012.1720 Eh
- 2S+1: 1

Mulliken atomic charge list, values in e, 2 entries:
1. Zr 1.6021
2. F -0.2365

---

Record 4
The following is a DFT calculation (the ωB97M-V functional and the def2-TZVPD basis) of a cluster of 2 separate species, C24H36O2P in total at a distorted geometry.

Structure (XYZ):
```
63
Properties=species:S:1:pos:R:3:forces:R:3
C 1.268 -3.061 -3.188 -0.1 -0.4 -0.2
C 1.206 -3.012 -1.657 0.3 0.5 -0.1
C -0.169 -3.415 -1.109 0.0 0.0 0.0
P 2.001 -1.397 -1.069 0.9 -0.4 -0.6
C 3.700 -1.699 -1.982 -0.6 0.2 0.1
C 4.178 -3.153 -1.936 0.2 -0.2 0.1
C 4.791 -0.750 -1.489 0.3 0.1 0.2
C 1.430 -0.077 -2.277 0.2 -0.5 -0.2
C 2.141 1.258 -1.994 0.0 0.1 -0.2
C -0.082 0.088 -2.399 -0.1 0.3 -0.1
H 0.833 -4.005 -3.538 0.0 0.2 -0.1
H 0.726 -2.223 -3.646 0.0 -0.4 0.1
H 2.297 -3.023 -3.567 -0.5 0.0 0.1
H 1.918 -3.735 -1.222 -0.3 0.2 -0.3
H -0.427 -4.417 -1.473 0.1 0.1 0.0
H -0.171 -3.495 -0.017 0.0 0.2 0.0
H -0.995 -2.762 -1.417 0.4 0.0 -0.1
H 3.494 -1.423 -3.028 0.1 -0.2 0.2
H 5.132 -3.249 -2.467 0.0 0.1 0.2
H 4.309 -3.499 -0.910 0.2 0.1 0.1
H 3.514 -3.881 -2.407 0.1 0.3 0.0
H 5.765 -1.063 -1.884 -0.1 0.0 0.2
H 4.660 0.280 -1.821 -0.1 -0.1 0.0
H 4.847 -0.717 -0.396 0.1 -0.2 -0.1
H 1.812 -0.461 -3.235 -0.3 0.4 0.1
H 1.566 2.069 -2.463 0.2 -0.1 0.1
H 2.231 1.485 -0.919 0.0 -0.1 -0.4
H 3.139 1.270 -2.456 -0.4 0.1 0.3
H -0.273 0.978 -3.013 -0.1 -0.2 0.1
H -0.563 -0.756 -2.903 0.1 0.1 0.2
H -0.571 0.251 -1.431 0.0 0.0 -0.3
C -7.008 -0.186 2.344 0.2 -0.1 0.0
O -6.128 -1.036 1.565 1.4 0.4 0.3
C -4.783 -0.822 1.560 -0.6 0.5 -0.3
C -4.023 -1.581 0.629 -0.3 -0.1 0.1
C -2.684 -1.315 0.442 0.0 -0.2 0.0
C -2.014 -0.273 1.163 0.1 -0.2 0.0
C -0.665 0.106 0.876 -0.5 0.6 1.1
C -0.146 1.381 1.272 0.0 0.0 -0.5
C 1.236 1.546 1.600 0.2 -0.7 0.0
C 1.690 2.675 2.231 0.5 0.7 0.5
C 0.801 3.749 2.519 0.1 0.3 0.4
O 1.310 4.812 3.205 -1.0 -1.0 -0.7
C 0.433 5.910 3.583 0.1 -0.2 -0.1
C -0.544 3.650 2.086 0.3 0.7 0.5
C -0.974 2.531 1.419 -0.3 -0.4 0.6
C -2.768 0.348 2.201 -0.2 0.7 -0.1
C -4.119 0.141 2.360 -0.6 -0.5 -0.3
H -7.990 -0.617 2.169 0.0 0.1 0.1
H -6.777 -0.217 3.417 0.0 -0.1 -0.3
H -7.002 0.857 1.995 0.2 -0.4 -0.1
H -4.558 -2.349 0.058 0.4 0.3 0.2
H -2.128 -1.913 -0.289 -0.3 0.5 0.4
H 0.021 -0.627 0.445 -0.1 0.1 0.1
H 1.925 0.704 1.416 -0.4 0.5 0.1
H 2.734 2.778 2.590 -0.8 -0.2 -0.4
H 1.125 6.654 3.972 -0.2 0.0 -0.1
H -0.121 6.310 2.719 0.3 -0.2 0.2
H -0.282 5.621 4.371 0.4 -0.1 -0.3
H -1.260 4.436 2.351 0.4 -0.2 -0.4
H -2.002 2.543 1.067 0.2 -0.3 0.0
H -2.320 1.046 2.912 0.2 -0.3 -0.4
H -4.692 0.737 3.066 0.3 -0.3 0.0
```
Positions in Å, forces in eV/Å.

Output
- HOMO-LUMO gap: 5.89 eV
- Charge: +1
- Energy: -1427.6309 Eh
- 2S+1: 1

natural (NBO) atomic charge list, values in e, 2 entries:
1. C -0.6288
2. C -0.4913

---

Record 5
The following is a DFT calculation (the ωB97M-V functional and the def2-TZVPD basis) of a cluster of 2 separate species, C19H22N4O7 in total at a distorted geometry.

Structure (XYZ):
```
52
Properties=species:S:1:pos:R:3:forces:R:3
C 0.584 4.664 1.293 0.2 -0.3 -0.6
N 1.647 3.680 1.106 0.3 -0.2 1.0
C 2.060 3.226 -0.081 -0.3 0.8 -0.4
O 1.577 3.642 -1.131 0.2 -0.4 0.0
C 3.189 2.174 -0.167 0.1 -0.3 0.2
C 2.636 0.744 -0.307 -0.5 -0.2 0.3
C 1.842 0.212 0.871 0.0 -0.2 0.2
C 2.482 -0.565 1.856 -1.4 0.2 0.3
C 1.759 -1.044 2.965 -0.3 0.7 -1.1
C 0.384 -0.753 3.082 1.2 0.2 -0.7
O -0.322 -1.208 4.150 -0.8 0.2 -0.1
C -0.260 0.010 2.091 0.7 -0.1 0.0
C 0.465 0.488 0.982 0.5 -0.7 1.2
N 4.297 2.231 0.814 -0.1 0.2 -1.0
C 4.280 2.255 2.150 -0.1 0.0 1.2
C 5.636 2.253 2.814 0.0 0.0 0.0
O 3.274 2.280 2.842 -0.3 0.1 0.0
H 0.438 4.857 2.357 0.2 -0.1 -0.1
H -0.346 4.285 0.865 0.0 0.1 0.0
H 0.849 5.594 0.787 -0.1 0.0 0.0
H 2.056 3.252 1.930 0.0 -0.1 0.0
H 3.658 2.386 -1.128 0.0 0.2 0.1
H 1.994 0.714 -1.189 0.0 0.2 -0.1
H 3.469 0.067 -0.502 0.1 0.1 0.0
H 3.538 -0.776 1.773 0.1 0.0 0.0
H 2.257 -1.625 3.724 0.1 -0.1 0.2
H 0.247 -1.593 4.815 0.3 -0.1 0.0
H -1.308 0.237 2.206 -0.1 0.0 0.0
H -0.036 1.085 0.231 0.0 0.0 0.0
H 5.217 2.239 0.408 -0.1 0.0 -0.1
H 5.501 2.334 3.892 0.0 0.0 -0.2
H 6.217 3.102 2.458 0.2 0.0 0.0
H 6.151 1.323 2.581 0.2 0.0 0.0
N -3.321 -4.898 -3.775 -0.6 0.2 -0.3
C -3.447 -3.727 -3.057 0.3 -1.1 -0.7
C -2.374 -3.361 -2.253 0.2 1.4 1.0
C -2.425 -2.201 -1.477 0.1 -0.4 -0.2
C -3.562 -1.373 -1.505 -0.3 -2.2 -1.7
N -3.639 -0.199 -0.718 -0.4 1.9 1.0
O -2.770 -0.012 0.134 -0.5 -0.2 -0.7
O -4.571 0.589 -0.923 0.9 -0.9 0.2
C -4.630 -1.754 -2.341 0.0 0.2 0.2
C -4.599 -2.927 -3.123 0.6 0.1 0.8
C -5.767 -3.244 -3.974 -0.8 2.2 0.2
O -6.590 -2.366 -4.173 0.2 -1.2 -0.2
O -5.901 -4.480 -4.510 0.0 0.4 0.2
H -2.391 -5.193 -4.052 -0.5 0.1 0.2
H -4.115 -5.127 -4.380 0.9 -0.1 0.3
H -1.491 -3.989 -2.206 -0.1 0.0 0.0
H -1.571 -1.952 -0.850 -0.3 0.1 -0.1
H -5.519 -1.126 -2.377 0.2 -0.2 0.0
H -6.750 -4.432 -4.978 0.1 -0.1 -0.1
```
Positions in Å, forces in eV/Å.

Output
- SMILES: CNC(=O)[C@H](Cc1ccc(O)cc1)NC(C)=O.Nc1ccc([N+](=O)[O-])cc1C(=O)O
- HOMO-LUMO gap: 7.70 eV
- Energy: -1482.9029 Eh
- 2S+1: 1

natural (NBO) atomic charge list, values in e, 2 entries:
1. C -0.4111
2. N -0.6151

---

How do the records compare in ΔE to the lowest compared entry with this formula, charge and spin? In the order shown, they have 0.0, 978.8, 0.0, 0.0, 321.9 kJ/mol.